[1]
A molecular structure, C20H31BNO2Pd in a non-equilibrium geometry, computed with wB97M-V/def2-TZVPD.

Summary:
Lowest unoccupied orbital energy (alpha / beta) = 2.112 / 2.112 eV
2S+1 = 3
Charge = -1
Frontier orbital gap (alpha / beta) = 3.917 / 4.454 eV
Energy = -30968.4590 eV
E_HOMO (alpha / beta) = -1.805 / -2.342 eV

Element x y z (Å)
O -0.080 0.049 0.131
C 0.913 -0.498 -0.787
C 0.420 0.409 -1.906
H 0.757 -1.563 -0.922
H 1.921 -0.332 -0.421
C -0.725 0.821 -0.967
H 0.112 -0.087 -2.822
H 1.096 1.225 -2.145
C -2.053 0.199 -1.328
H -1.978 -0.886 -1.347
H -2.358 0.537 -2.319
H -2.832 0.476 -0.624
C -0.832 2.284 -0.638
H 0.146 2.735 -0.499
H -1.408 2.436 0.272
H -1.336 2.806 -1.451
Pd 0.000 0.000 2.358
C 0.872 1.548 3.905
C 1.801 0.494 3.789
C 2.350 0.553 2.489
H 2.047 -0.232 4.544
C 1.750 1.621 1.809
C 0.814 2.229 2.668
H 0.185 3.072 2.435
H 0.303 1.787 4.785
H 3.054 -0.147 2.078
H 1.933 1.892 0.784
C -1.468 -0.459 4.211
C -1.925 0.716 3.569
C -2.328 0.377 2.267
H -1.952 1.704 3.995
C -2.122 -1.015 2.105
C -1.608 -1.524 3.311
H -1.291 -2.537 3.477
H -1.060 -0.523 5.206
H -2.746 1.056 1.546
H -2.273 -1.583 1.205
O 0.709 -1.670 -5.057
C 0.256 -0.560 -5.841
C 0.413 -0.970 -7.296
H 0.868 0.320 -5.613
H -0.775 -0.334 -5.566
C 1.623 -1.894 -7.227
H 0.556 -0.119 -7.960
H -0.465 -1.520 -7.635
C 1.393 -2.603 -5.901
H 2.544 -1.311 -7.194
H 1.690 -2.584 -8.066
H 2.318 -2.907 -5.411
H 0.771 -3.495 -6.036
B 0.000 0.000 7.219
C 0.000 0.000 5.619
N 0.000 0.000 4.358
H -0.971 0.565 7.616
H 0.974 0.560 7.613
H -0.001 -1.123 7.616

=====

[2]
A molecular structure, C25H39CdCl2N6O2PSSi, computed with wB97M-V/def2-TZVPD.

Summary:
Lowest unoccupied orbital energy = 4.347 eV
Charge = -2
Frontier orbital gap = 4.752 eV
Energy = -97206.2470 eV
E_HOMO = -0.405 eV

Element x y z (Å)
Cd -0.062 0.073 -0.661
C -4.074 2.110 -6.382
Si -2.273 1.891 -5.832
C -1.360 3.253 -6.735
C -1.736 0.221 -6.464
C -2.278 2.080 -3.977
C -3.427 2.397 -3.285
C -3.410 2.538 -1.896
C -2.218 2.281 -1.261
N -1.079 1.934 -1.879
C -1.062 1.880 -3.243
S 0.415 1.603 -4.065
H -4.155 1.902 -7.455
H -4.416 3.137 -6.214
H -4.760 1.435 -5.859
H -1.459 3.108 -7.817
H -0.303 3.245 -6.467
H -1.779 4.232 -6.482
H -2.232 -0.001 -7.416
H -1.978 -0.571 -5.750
H -0.655 0.207 -6.604
H -4.357 2.545 -3.824
H -4.296 2.787 -1.327
H -2.158 2.347 -0.184
N 1.895 -1.883 1.080
C 1.486 -1.887 2.472
C 0.335 -0.934 2.777
O -0.082 -0.918 3.949
O -0.115 -0.193 1.843
H 1.123 -2.166 0.475
H 2.646 -2.544 0.920
H 2.323 -1.554 3.093
H 1.176 -2.865 2.863
C -1.217 2.890 4.709
N 0.072 3.362 4.202
C -0.096 4.724 3.715
N -1.145 4.886 2.709
C -2.392 4.352 3.254
N -2.305 2.980 3.737
C -2.097 2.020 2.640
P -0.532 2.299 1.678
C 0.579 2.451 3.161
C -0.774 4.152 1.481
H -1.485 3.506 5.574
H -1.110 1.851 5.025
H 0.850 5.066 3.290
H -0.346 5.360 4.569
H -3.161 4.404 2.480
H -2.696 4.988 4.091
H -2.957 2.045 1.968
H -2.027 1.013 3.053
H 1.566 2.788 2.834
H 0.683 1.457 3.598
H -1.535 4.339 0.719
H 0.160 4.571 1.096
Cl -2.980 -0.353 0.190
C -2.739 -1.994 0.768
Cl -4.152 -2.586 1.708
H -1.868 -1.987 1.411
H -2.587 -2.624 -0.095
C 2.266 -1.019 -2.302
C 1.756 -2.429 -2.296
C 2.552 -3.424 -2.848
C 2.175 -4.763 -2.909
C 0.924 -5.092 -2.380
C 0.092 -4.147 -1.816
C -1.237 -4.549 -1.252
C 0.456 -2.742 -1.729
N -0.407 -1.910 -1.137
H 3.255 -0.977 -2.766
H 2.381 -0.621 -1.283
H 1.615 -0.340 -2.859
H 3.518 -3.131 -3.256
H 2.821 -5.513 -3.350
H 0.587 -6.127 -2.407
H -1.425 -5.614 -1.424
H -2.045 -3.965 -1.708
H -1.286 -4.351 -0.175

=====

[3]
6 unconnected molecules or ions with the total composition C16H20Cl20O7S in a non-equilibrium geometry, computed with wB97M-V/def2-TZVPD.

Summary:
Lowest unoccupied orbital energy = -0.192 eV
SMILES string = CCOCC[C@H]1OC(=O)O[C@H]1CCCCS(=O)(=O)O.ClC(Cl)(Cl)Cl.ClC(Cl)(Cl)Cl.ClC(Cl)(Cl)Cl.ClC(Cl)(Cl)Cl.ClC(Cl)(Cl)Cl
Charge = 0
Frontier orbital gap = 9.956 eV
Energy = -292522.3419 eV
E_HOMO = -10.148 eV

Element x y z (Å)
C 3.953 3.367 1.949
C 4.739 2.305 0.941
O 3.793 1.469 0.186
C 4.389 0.124 -0.109
C 3.247 -0.707 -0.937
C 2.208 -1.581 -0.026
O 2.685 -2.978 -0.301
C 3.022 -3.733 0.951
O 2.979 -5.080 1.149
O 3.361 -2.675 1.960
C 2.347 -1.634 1.602
C 2.257 -0.270 2.502
C 1.019 0.737 2.131
C -0.342 -0.002 1.588
C -1.712 0.928 1.814
S -1.845 2.240 0.470
O -0.848 2.008 -0.712
O -1.586 3.642 1.113
O -3.455 2.254 -0.113
H 3.182 2.764 2.598
H 4.763 3.838 2.689
H 3.463 4.271 1.391
H 5.433 2.935 0.210
H 5.427 1.654 1.642
H 4.752 -0.429 0.873
H 5.277 0.335 -0.865
H 3.803 -1.406 -1.697
H 2.605 0.051 -1.593
H 1.158 -1.594 -0.542
H 1.346 -2.199 1.923
H 3.295 0.272 2.452
H 2.107 -0.614 3.629
H 1.415 1.599 1.416
H 0.711 1.287 3.145
H -0.270 -0.282 0.454
H -0.498 -0.962 2.247
H -1.759 1.367 2.916
H -2.637 0.205 1.689
H -3.423 2.124 -1.107
Cl -7.000 5.503 2.647
C -5.755 4.842 1.557
Cl -4.868 6.181 0.785
Cl -4.619 3.838 2.493
Cl -6.533 3.844 0.303
Cl 1.706 -0.859 -3.926
C 2.400 -2.439 -4.367
Cl 2.057 -2.781 -6.082
Cl 4.163 -2.407 -4.109
Cl 1.675 -3.711 -3.352
Cl -8.598 4.739 -2.479
C -8.700 6.371 -1.771
Cl -7.367 7.374 -2.399
Cl -10.259 7.112 -2.210
Cl -8.574 6.258 0.002
Cl -0.630 -5.170 2.868
C -0.559 -6.844 2.264
Cl 0.481 -6.910 0.818
Cl 0.113 -7.904 3.528
Cl -2.200 -7.393 1.840
Cl -1.530 -3.380 -5.003
C -1.459 -5.054 -5.608
Cl -0.419 -5.121 -7.053
Cl -0.787 -6.114 -4.343
Cl -3.100 -5.603 -6.031